# 1
Molecular formula: C44H46N6O4S2Sb2V
Method: DFT, ωB97M-V/def2-TZVPD

Each line ends with the Mulliken charge.
Atoms and positions in Å:
V1 -0.087 0.097 -0.109  -0.165
N1 0.353 0.297 2.514  0.345
N2 0.693 1.096 3.608  -0.556
C1 1.243 2.327 3.497  0.665
N3 1.383 2.965 4.692  -0.550
S1 1.685 3.070 2.084  -0.428
H1 -0.662 0.201 2.503  0.055
H2 0.716 -0.632 2.692  -0.113
H3 0.249 0.860 4.481  0.231
H4 1.433 2.423 5.541  0.202
H5 1.944 3.798 4.662  0.261
C2 -8.158 2.634 1.532  -1.473
C3 -6.886 1.836 1.461  1.177
C4 -6.051 1.720 2.569  -0.918
C5 -4.874 0.992 2.495  -0.178
C6 -4.531 0.372 1.304  -1.161
C7 -5.353 0.462 0.190  -0.367
C8 -6.525 1.191 0.278  -0.889
S2 -2.944 -0.415 1.192  1.628
O1 -3.052 -1.723 0.604  -0.626
O2 -2.431 -0.395 2.560  -0.983
N4 -2.030 0.462 0.225  0.105
C9 -1.762 1.810 0.278  0.394
C10 -2.599 2.889 0.555  -0.653
C11 -2.097 4.161 0.343  -0.879
C12 -0.794 4.335 -0.107  -1.001
C13 -0.011 3.215 -0.300  -0.476
N5 -0.483 1.990 -0.096  0.979
H6 -8.278 3.101 2.507  0.352
H7 -9.021 1.992 1.350  0.341
H8 -8.162 3.419 0.773  0.326
H9 -6.324 2.209 3.496  0.300
H10 -4.215 0.901 3.346  0.463
H11 -5.064 -0.032 -0.730  0.575
H12 -7.178 1.271 -0.583  0.399
H13 -3.621 2.738 0.868  0.299
H14 -2.733 5.020 0.509  0.436
H15 -0.397 5.323 -0.288  0.485
H16 1.024 3.288 -0.606  0.377
C14 1.697 -3.721 -0.650  -0.684
C15 3.028 -3.373 0.012  -0.982
C16 3.637 -2.034 -0.399  -1.018
Sb1 2.558 -0.234 0.188  1.342
C17 3.277 -0.509 2.224  0.880
C18 4.116 0.415 2.842  -0.746
C19 4.492 0.263 4.171  -0.794
C20 4.036 -0.822 4.906  -0.667
C21 3.217 -1.763 4.302  -1.170
C22 2.843 -1.602 2.974  -0.172
C23 4.145 1.058 -0.479  0.777
C24 5.479 0.828 -0.152  -0.412
C25 6.479 1.655 -0.643  -0.803
C26 6.156 2.718 -1.476  -0.573
C27 4.831 2.958 -1.806  -0.600
C28 3.834 2.131 -1.307  -0.366
Sb2 -0.062 -2.550 -0.103  1.256
C29 -1.189 -3.185 -1.822  1.106
C30 -2.194 -2.342 -2.292  -0.282
C31 -2.935 -2.684 -3.415  -0.746
C32 -2.678 -3.873 -4.083  -0.755
C33 -1.673 -4.713 -3.628  -0.866
C34 -0.931 -4.370 -2.505  -0.544
C35 -0.721 -4.005 1.345  1.341
C36 -1.101 -3.575 2.613  -0.193
C37 -1.441 -4.492 3.599  -0.965
C38 -1.406 -5.850 3.326  -0.543
C39 -1.050 -6.288 2.058  -0.843
C40 -0.713 -5.369 1.075  -0.672
H17 1.456 -4.757 -0.413  0.699
H18 1.794 -3.619 -1.730  0.510
H19 3.745 -4.153 -0.271  0.567
H20 2.942 -3.437 1.100  0.041
H21 3.735 -1.984 -1.483  0.696
H22 4.626 -1.936 0.050  0.619
H23 4.465 1.272 2.284  0.472
H24 5.134 1.003 4.633  0.444
H25 4.314 -0.933 5.948  0.387
H26 2.863 -2.621 4.861  0.483
H27 2.188 -2.348 2.531  0.285
H28 5.739 0.003 0.500  0.306
H29 7.512 1.472 -0.375  0.402
H30 6.938 3.354 -1.873  0.366
H31 4.576 3.789 -2.452  0.416
H32 2.796 2.317 -1.567  -0.016
H33 -2.406 -1.417 -1.771  0.194
H34 -3.718 -2.022 -3.766  0.506
H35 -3.260 -4.144 -4.956  0.383
H36 -1.463 -5.639 -4.151  0.422
H37 -0.138 -5.032 -2.179  0.252
H38 -1.169 -2.514 2.826  0.338
H39 -1.739 -4.144 4.581  0.444
H40 -1.662 -6.567 4.096  0.366
H41 -1.031 -7.348 1.836  0.414
H42 -0.458 -5.727 0.084  0.201
O3 1.643 -1.315 -2.463  -0.316
C41 0.728 -0.624 -2.890  -0.613
C42 0.371 -0.521 -4.359  -0.670
C43 -0.735 0.525 -4.383  -0.748
C44 -1.020 0.795 -2.908  -0.104
O4 -1.925 1.494 -2.509  -0.621
N6 -0.105 0.121 -2.110  1.300
H43 0.032 -1.504 -4.692  0.251
H44 1.254 -0.254 -4.936  0.408
H45 -1.644 0.193 -4.881  0.342
H46 -0.418 1.460 -4.845  0.286

Computed properties:
2S+1	2
E_HOMO (spin up / spin down)	-6.978 / -6.328	eV
gap between HOMO and LUMO (spin up / spin down)	0.2711 / 0.2471	Eh

=====

# 2
Molecular formula: C18H19N3O4S
Method: DFT, ωB97M-V/def2-TZVPD

Each line ends with the Mulliken charge.
Atoms and positions in Å:
C1 0.585 5.533 -0.973  -1.466
C2 0.617 4.076 -1.320  0.799
C3 1.619 3.574 -2.142  -1.005
C4 1.691 2.229 -2.461  1.080
C5 0.725 1.361 -1.941  0.143
C6 -0.311 1.845 -1.146  0.621
C7 -0.343 3.200 -0.842  -0.959
H1 -1.146 3.574 -0.221  0.356
C8 -1.409 0.951 -0.650  -1.802
H2 -1.305 0.765 0.418  0.232
H3 -2.373 1.429 -0.815  0.599
H4 -1.388 -0.001 -1.172  0.349
N1 0.790 -0.036 -2.205  -0.111
S1 1.835 -0.923 -1.231  1.565
O1 2.100 -2.133 -1.953  -0.765
O2 2.942 -0.133 -0.773  -0.692
C9 0.804 -1.298 0.177  -0.407
C10 -0.138 -2.294 0.066  -0.829
C11 -0.975 -2.604 1.138  0.662
C12 -0.841 -1.872 2.333  0.870
C13 0.125 -0.865 2.414  -1.024
C14 0.950 -0.575 1.346  -0.684
H5 1.700 0.196 1.395  0.528
H6 0.209 -0.303 3.332  0.395
N2 -1.683 -2.056 3.425  -0.109
C15 -2.221 -3.212 3.924  0.434
O3 -2.946 -3.193 4.886  -0.625
C16 -1.801 -4.465 3.189  -0.664
C17 -2.454 -4.492 1.825  0.437
O4 -3.324 -5.260 1.499  -0.627
N3 -1.962 -3.567 0.945  -0.092
H7 -2.256 -3.706 -0.014  0.246
H8 -2.134 -5.333 3.756  0.266
H9 -0.715 -4.473 3.072  0.403
H10 -1.813 -1.248 4.022  0.250
H11 -0.218 -2.832 -0.866  0.427
H12 0.999 -0.255 -3.170  0.449
C18 2.779 1.708 -3.350  -1.692
H13 3.438 2.516 -3.657  0.393
H14 2.361 1.246 -4.246  0.332
H15 3.364 0.959 -2.820  0.303
H16 2.364 4.250 -2.536  0.378
H17 -0.316 5.783 -0.421  0.360
H18 0.623 6.141 -1.876  0.359
H19 1.449 5.792 -0.362  0.318

Computed properties:
SMILES	Cc1cc(C)c(NS(=O)(=O)c2ccc3c(c2)NC(=O)CC(=O)N3)c(C)c1
E_HOMO	-9.090	eV
gap between HOMO and LUMO	0.3368	Eh

=====

# 3
Molecular formula: C3H7O2
Method: DFT, ωB97M-V/def2-TZVPD

Each line ends with the Mulliken charge.
Atoms and positions in Å:
C1 -2.338 0.210 -0.005  0.057
C2 1.346 0.476 -0.116  -1.137
C3 0.055 -0.146 0.477  0.426
O1 -0.161 -1.406 0.122  -0.481
O2 -1.106 0.688 0.169  -0.127
H1 -3.243 0.791 0.006  0.295
H2 -2.359 -0.853 -0.156  0.286
H3 2.271 0.454 0.547  0.379
H4 1.262 1.571 0.171  0.338
H5 1.536 0.242 -1.206  0.364
H6 -0.009 0.000 1.497  0.275
H7 0.634 -1.817 -0.171  0.325

Computed properties:
E_HOMO	-16.299	eV
gap between HOMO and LUMO	0.3505	Eh
net charge	+1

=====

# 4
Molecular formula: C4H9N
Method: DFT, ωB97M-V/def2-TZVPD

Each line ends with the Mulliken charge.
Atoms and positions in Å:
C1 -0.020 1.047 -1.177  -1.267
C2 -0.588 0.174 -0.071  0.828
C3 -1.838 -0.333 -0.123  -1.024
C4 1.712 -0.596 0.552  -0.861
N1 0.340 -0.220 0.926  -0.329
H1 0.907 1.467 -0.795  0.323
H2 0.330 0.405 -1.992  0.268
H3 -0.681 1.815 -1.560  0.405
H4 -2.480 0.232 -0.782  0.257
H5 -2.100 -1.233 0.406  0.272
H6 2.315 -0.338 1.432  0.276
H7 1.788 -1.666 0.383  0.272
H8 2.201 0.008 -0.208  0.337
H9 -0.127 -1.021 1.327  0.243

Computed properties:
SMILES	C=C(C)NC
E_HOMO	-8.065	eV
gap between HOMO and LUMO	0.3355	Eh

=====

# 5
Molecular formula: C28H35CrN5P2Se
Method: DFT, ωB97M-V/def2-TZVPD

Each line ends with the Mulliken charge.
Atoms and positions in Å:
Cr1 -0.253 2.006 -0.407  0.312
C1 -1.599 1.652 -2.344  -1.037
C2 -1.226 0.337 -2.250  0.631
C3 -0.231 -0.321 -3.171  -1.348
C4 1.103 0.451 -3.186  -1.622
C5 1.343 1.340 -1.992  1.251
C6 0.941 2.691 -1.810  -1.320
C7 0.020 3.428 -2.715  -1.243
C8 -1.041 2.568 -3.415  -1.096
C9 0.735 3.297 1.178  -1.395
H1 -2.610 1.943 -2.021  0.670
H2 -1.923 -0.339 -1.746  0.954
H3 -0.598 -0.460 -4.217  0.330
H4 -0.035 -1.345 -2.798  0.647
H5 1.895 -0.323 -3.120  0.403
H6 1.281 0.872 -4.201  0.627
H7 2.431 1.212 -1.825  0.277
H8 1.589 3.294 -1.137  1.209
H9 0.661 3.844 -3.476  0.471
H10 -0.467 4.262 -2.196  0.242
H11 -1.819 3.245 -3.820  0.433
H12 -0.595 2.026 -4.273  0.291
H13 -0.006 3.571 1.960  0.394
H14 1.041 4.272 0.707  0.365
H15 1.626 2.947 1.768  0.390
P1 1.573 -0.742 0.531  0.670
P2 -1.900 -1.567 1.692  -0.333
N1 3.412 0.123 0.065  0.504
N2 2.299 -1.781 1.619  0.469
N3 -2.421 0.010 1.007  0.292
N4 -3.522 -2.448 1.850  0.415
C10 0.334 -1.861 -0.175  -0.335
C11 -1.159 -2.147 0.096  -0.628
C12 3.492 1.513 0.047  -1.043
C13 4.624 1.906 -0.709  -0.443
C14 5.427 0.730 -0.830  -0.891
C15 4.636 -0.341 -0.418  -0.585
C16 3.125 -1.234 2.623  -0.452
C17 3.894 -2.270 3.121  -0.758
C18 3.619 -3.449 2.323  -0.643
C19 2.688 -3.109 1.366  -0.449
C20 -1.889 1.376 1.070  -0.367
C21 -2.892 2.237 0.556  -0.691
C22 -3.937 1.404 0.060  -1.334
C23 -3.593 0.082 0.285  0.200
C24 -4.456 -2.970 0.959  -0.306
C25 -5.502 -3.569 1.659  -0.773
C26 -5.216 -3.428 3.059  -0.593
C27 -4.015 -2.734 3.146  -0.301
H16 0.861 -2.814 -0.266  0.609
H17 0.458 -1.422 -1.181  -1.059
H18 -1.696 -1.718 -0.770  0.322
H19 -1.315 -3.242 0.054  0.682
H20 2.749 2.163 0.509  0.262
H21 4.817 2.894 -1.126  0.404
H22 6.479 0.709 -1.085  0.406
H23 4.873 -1.397 -0.445  0.449
H24 3.044 -0.171 2.849  0.453
H25 4.566 -2.162 3.958  0.441
H26 4.081 -4.413 2.440  0.464
H27 2.232 -3.693 0.567  0.396
H28 -1.247 1.666 1.908  0.498
H29 -2.858 3.316 0.730  0.570
H30 -4.858 1.703 -0.432  0.421
H31 -4.127 -0.833 0.083  0.350
H32 -4.326 -2.912 -0.106  0.518
H33 -6.375 -4.053 1.257  0.432
H34 -5.789 -3.794 3.907  0.409
H35 -3.400 -2.459 3.995  0.320
Se1 -0.477 -0.060 4.205  0.054
C28 0.465 0.249 2.793  0.088
N5 0.959 0.243 1.661  0.047

Computed properties:
2S+1	5
E_HOMO (spin up / spin down)	-6.728 / -5.998	eV
gap between HOMO and LUMO (spin up / spin down)	0.2358 / 0.2038	Eh

=====

# 6
Molecular formula: C2H4OS
Method: DFT, ωB97M-V/def2-TZVPD

Each line ends with the Mulliken charge.
Atoms and positions in Å:
C1 1.126 1.082 -0.012  -1.077
C2 0.236 -0.072 -0.003  0.563
H1 0.745 1.958 -0.514  0.305
H2 1.248 1.503 1.019  0.271
H3 2.085 0.896 -0.421  0.363
H4 1.938 -1.097 -0.031  0.323
O1 0.975 -1.229 0.010  -0.463
S1 -1.374 0.032 -0.003  -0.285

Computed properties:
SMILES	CC(O)=S
E_HOMO	-8.869	eV
gap between HOMO and LUMO	0.3418	Eh

=====

Copy entry 4 word for word.
Molecular formula: C4H9N
Method: DFT, ωB97M-V/def2-TZVPD

Each line ends with the Mulliken charge.
Atoms and positions in Å:
C1 -0.020 1.047 -1.177  -1.267
C2 -0.588 0.174 -0.071  0.828
C3 -1.838 -0.333 -0.123  -1.024
C4 1.712 -0.596 0.552  -0.861
N1 0.340 -0.220 0.926  -0.329
H1 0.907 1.467 -0.795  0.323
H2 0.330 0.405 -1.992  0.268
H3 -0.681 1.815 -1.560  0.405
H4 -2.480 0.232 -0.782  0.257
H5 -2.100 -1.233 0.406  0.272
H6 2.315 -0.338 1.432  0.276
H7 1.788 -1.666 0.383  0.272
H8 2.201 0.008 -0.208  0.337
H9 -0.127 -1.021 1.327  0.243

Computed properties:
SMILES	C=C(C)NC
E_HOMO	-8.065	eV
gap between HOMO and LUMO	0.3355	Eh

=====

- Which formula does entry 5 have?
  C28H35CrN5P2Se

=====

Repeat the fourth record exactly.
Molecular formula: C4H9N
Method: DFT, ωB97M-V/def2-TZVPD

Each line ends with the Mulliken charge.
Atoms and positions in Å:
C1 -0.020 1.047 -1.177  -1.267
C2 -0.588 0.174 -0.071  0.828
C3 -1.838 -0.333 -0.123  -1.024
C4 1.712 -0.596 0.552  -0.861
N1 0.340 -0.220 0.926  -0.329
H1 0.907 1.467 -0.795  0.323
H2 0.330 0.405 -1.992  0.268
H3 -0.681 1.815 -1.560  0.405
H4 -2.480 0.232 -0.782  0.257
H5 -2.100 -1.233 0.406  0.272
H6 2.315 -0.338 1.432  0.276
H7 1.788 -1.666 0.383  0.272
H8 2.201 0.008 -0.208  0.337
H9 -0.127 -1.021 1.327  0.243

Computed properties:
SMILES	C=C(C)NC
E_HOMO	-8.065	eV
gap between HOMO and LUMO	0.3355	Eh